Record 1
64
Properties=species:S:1:pos:R:3:forces:R:3 method="wB97M-V/def2-TZVPD" spin_multiplicity=2 fmax_ev_per_a=10.18 e_homo_ev="0.23 / -6.54" orbital_gap_ev="2.11 / 8.84" s2=0.75 charge=-1
C -39.5834 -26.7165 -13.2959 1.8 -2.5 -2.7
O -40.6655 -26.8539 -12.7752 -2.7 0.6 1.9
N -38.4014 -26.6510 -12.7328 1.6 1.3 3.7
N -39.3973 -26.9966 -14.5881 -1.3 0.0 -2.3
H -37.5211 -26.7015 -13.2254 -0.3 0.0 -0.3
H -38.4080 -26.3832 -11.7590 0.1 0.0 0.1
H -38.4705 -27.0205 -14.9889 0.0 0.0 0.0
H -40.1849 -27.3463 -15.1149 0.3 0.2 0.1
C -43.9175 -25.0477 -12.3898 -0.7 1.3 0.5
O -44.6045 -24.0725 -12.4908 -2.1 2.5 -1.3
N -43.2618 -25.6714 -13.2854 1.7 -1.1 -6.3
N -43.7525 -25.6199 -11.2678 0.1 -1.9 6.1
H -43.6355 -25.4616 -14.1999 0.6 -0.2 -0.2
H -42.6115 -26.4302 -13.1391 0.0 0.0 0.1
H -42.9912 -26.2753 -11.1628 -0.5 0.1 0.6
H -44.3005 -25.1723 -10.5470 0.8 -0.5 0.5
C -35.9475 -26.9780 -15.8042 1.7 -0.8 1.5
O -36.6149 -27.2122 -14.8162 -1.4 -0.6 1.4
N -36.1989 -26.1871 -16.7639 -3.1 2.9 -2.6
N -34.7327 -27.4512 -15.9871 2.5 -2.2 0.9
H -35.4356 -25.9561 -17.3836 -0.6 0.7 -0.4
H -37.0694 -25.6828 -16.6743 0.3 0.2 -0.9
H -34.4037 -28.1204 -15.3060 0.4 0.2 -0.5
H -34.2780 -27.1679 -16.8433 0.7 -0.7 0.4
C -41.8022 -30.3806 -12.2888 1.0 4.3 1.5
O -42.7052 -29.7598 -11.8335 -3.3 4.1 1.1
N -40.5880 -29.9146 -12.4810 2.4 1.4 -0.3
N -41.9773 -31.5936 -12.4552 -0.1 -10.0 -1.7
H -40.4902 -28.9203 -12.3327 0.3 0.1 -0.1
H -39.7937 -30.4913 -12.7192 -0.3 0.4 -0.2
H -42.8770 -32.0032 -12.2481 0.3 0.4 0.1
H -41.1781 -32.1824 -12.2690 -0.3 -0.3 -0.5
C -40.1316 -25.8936 -9.1309 3.2 3.1 1.2
O -39.4040 -25.6842 -10.0822 0.4 -0.5 -1.3
N -41.0996 -26.7103 -9.0081 -4.2 -3.8 -1.5
N -39.9151 -25.2015 -8.0000 0.7 1.3 1.5
H -41.4072 -27.1162 -9.8803 -0.2 -0.4 0.3
H -41.6150 -26.8934 -8.1590 0.3 0.2 -0.4
H -39.0017 -24.7730 -7.9528 -0.2 0.1 0.4
H -40.5562 -25.2055 -7.2195 0.5 0.0 -0.2
C -38.7859 -24.2731 -16.5419 -1.5 -0.7 0.7
O -38.9977 -25.2298 -17.1994 -0.9 -4.5 -3.7
N -39.5210 -24.0356 -15.4978 -3.0 1.7 4.3
N -37.8493 -23.4384 -16.7362 3.8 4.4 -0.3
H -40.2994 -24.6002 -15.1889 0.5 -0.4 -0.5
H -39.3463 -23.2755 -14.8561 0.2 0.0 -0.2
H -37.2199 -23.3920 -17.5247 -0.2 -0.3 0.1
H -37.8244 -22.6925 -16.0556 0.7 0.2 -0.4
C -42.0831 -27.8917 -16.7007 1.2 -2.0 -1.1
O -42.6157 -28.8977 -16.3532 -1.4 -2.9 0.2
N -42.0864 -26.8156 -16.0385 -1.0 6.5 3.5
N -41.2200 -27.7458 -17.7077 1.2 -1.7 -3.4
H -42.4477 -26.6914 -15.1035 -0.1 -0.4 -0.6
H -41.7153 -26.0165 -16.5324 0.0 0.2 0.8
H -41.0523 -28.5769 -18.2566 0.0 0.3 -0.1
H -40.7964 -26.8842 -18.0210 0.1 -0.2 0.4
C -35.9857 -24.3534 -8.1114 -3.3 -3.5 0.7
O -36.4853 -25.2797 -7.4119 1.3 1.6 -1.2
N -36.4002 -24.0520 -9.3530 0.1 0.4 -0.2
N -35.0694 -23.5149 -7.6757 2.2 1.3 1.6
H -36.0277 -23.1559 -9.6328 -0.6 -0.5 -1.2
H -36.9180 -24.7161 -9.9107 -0.2 0.5 0.0
H -34.5715 -22.9598 -8.3569 0.2 -0.2 0.4
H -34.5643 -23.8727 -6.8776 0.0 0.4 -0.1

Record 2
64
Properties=species:S:1:pos:R:3:forces:R:3 method="wB97M-V/def2-TZVPD" spin_multiplicity=2 fmax_ev_per_a=10.45 e_homo_ev="-10.89 / -10.89" orbital_gap_ev="7.70 / 2.06" s2=0.76 charge=+1
C 0.9852 0.9740 4.9824 4.7 -0.6 -2.2
O -0.1535 1.3203 4.9620 -5.2 1.2 1.0
N 1.8209 1.1591 6.0008 0.1 0.1 1.7
N 1.5623 0.5541 3.8606 -0.2 -0.2 -0.4
H 1.4398 1.3879 6.9078 0.1 0.2 0.0
H 2.7014 1.5764 5.7349 0.1 -0.1 0.3
H 2.5402 0.3041 3.8968 0.1 -0.5 -0.5
H 1.0023 0.5223 3.0206 0.4 -0.1 0.1
C 0.9342 4.4335 3.0324 -1.8 1.3 1.6
O 0.0952 3.8294 3.7543 1.6 -0.1 -0.8
N 1.3078 5.7015 3.2119 -0.6 1.8 2.3
N 1.5144 4.0305 1.9349 0.7 -2.6 -2.6
H 0.8814 6.2070 3.9752 0.1 0.0 -0.2
H 1.9150 6.2220 2.5950 -0.1 -0.3 0.2
H 1.7539 4.7924 1.3165 0.1 -0.7 -0.4
H 1.2645 3.1277 1.5574 0.1 0.4 -0.2
C -1.9407 5.7794 0.5440 -2.5 1.1 2.0
O -1.2768 6.5746 0.0799 7.0 5.8 -4.5
N -2.8608 6.1107 1.3666 -5.0 2.9 4.7
N -1.9724 4.5471 0.4423 1.2 -10.2 -1.8
H -3.6659 5.5105 1.4746 0.0 0.9 0.5
H -2.7559 7.0350 1.7598 -0.9 -0.2 -0.2
H -1.2293 4.0232 0.0024 -0.4 0.1 -0.2
H -2.5829 4.0751 1.0939 0.7 -0.5 -0.5
C -2.9245 -2.3097 -2.3776 -2.9 2.2 -0.5
O -3.2087 -1.2182 -1.8989 0.8 0.1 0.7
N -1.7543 -2.8563 -2.5019 4.9 0.2 1.2
N -3.7904 -3.0359 -3.0597 -1.9 -1.8 -0.7
H -1.4969 -3.7896 -2.7897 -0.3 0.5 0.0
H -1.0323 -2.1608 -2.3793 0.8 -0.5 0.1
H -4.6931 -2.6490 -3.2953 0.2 -0.4 -0.2
H -3.2249 -3.6739 -3.6012 -1.7 -0.2 -0.8
C 3.3887 -2.5613 2.7523 0.1 1.2 2.7
O 4.1450 -1.6346 2.9692 0.7 1.0 -0.1
N 2.6780 -3.1198 3.7410 -1.4 -0.5 3.0
N 3.0507 -3.0552 1.6091 -0.3 -0.9 -3.2
H 2.1674 -3.9912 3.7305 0.3 0.1 -0.4
H 2.6986 -2.6939 4.6566 0.3 -0.1 -0.3
H 2.2808 -3.7049 1.6820 0.5 -0.2 -1.2
H 3.7410 -2.9579 0.8782 -0.6 -0.5 -0.4
C 0.6014 -0.4086 -1.1242 1.3 -0.8 -2.9
O 0.6673 -1.2529 -1.9822 -1.2 -2.5 -1.8
N -0.0172 0.6973 -1.2419 -3.9 4.0 -0.8
N 1.5212 -0.3618 -0.2435 4.0 -1.0 5.3
H 0.0838 1.4119 -0.5353 -0.3 0.0 -0.7
H -0.4466 0.8437 -2.1442 -0.5 0.4 0.5
H 2.1069 -1.1844 -0.2266 0.0 0.2 0.6
H 1.3933 0.1908 0.5922 0.4 -0.3 -0.1
C 1.3808 -5.0993 -2.3879 4.6 2.0 -0.6
O 2.4819 -4.6340 -2.7464 -1.5 -0.3 -0.1
N 0.5490 -4.4728 -1.5844 -1.9 0.5 1.6
N 1.0139 -6.3230 -2.6676 -0.9 -3.5 -1.3
H -0.1487 -5.1119 -1.2311 -0.4 1.1 0.4
H 0.5840 -3.4792 -1.4061 0.0 -0.2 0.0
H 0.1623 -6.7378 -2.3171 0.2 0.1 -0.3
H 1.5118 -6.8328 -3.3834 0.0 0.1 0.3
C -2.7754 -0.0329 -5.3177 -4.3 2.2 -0.2
O -3.9729 0.3110 -5.2902 1.0 0.9 1.2
N -2.5367 -1.1806 -5.8192 1.2 -4.0 -1.5
N -1.7089 0.6676 -5.0048 1.0 1.7 1.0
H -1.5724 -1.4588 -5.9322 -0.7 -1.0 -0.2
H -3.4248 -1.6443 -5.9469 0.8 -0.9 -0.6
H -1.9341 1.4252 -4.3760 1.0 0.2 -0.4
H -0.8253 0.2820 -5.3059 0.1 0.9 0.8

Record 3
57
Properties=species:S:1:pos:R:3:forces:R:3 method="wB97M-V/def2-TZVPD" spin_multiplicity=3 fmax_ev_per_a=3.35 e_homo_ev="-9.32 / -9.32" orbital_gap_ev="7.46 / 6.20" s2=2.00 charge=0
Ni -0.2772 1.6376 -2.7247 0.9 -3.0 1.2
N -1.7114 -0.9564 -4.2983 -0.7 -2.5 -0.8
O -1.1382 -1.1686 -5.3565 0.3 0.5 -0.3
O -2.6189 -1.7183 -3.9048 0.9 1.7 0.1
O -1.3084 -0.0029 -3.5649 0.1 2.2 1.6
N -0.8767 0.3461 0.2657 0.2 0.1 0.9
O -1.1146 1.2172 1.0636 -0.6 0.8 0.9
O -0.5225 0.6786 -0.8925 0.6 0.1 -2.7
O -0.8821 -0.8479 0.5655 -0.1 -0.4 -0.5
C 2.1850 0.2053 -4.2711 -1.0 -1.1 1.2
O 1.6142 0.6153 -2.9921 -1.2 1.6 -1.2
H 1.3274 0.0898 -4.9339 0.2 0.4 -0.3
H 2.9817 0.8649 -4.6152 -0.2 -0.1 0.0
H 2.4858 -0.8252 -4.0820 0.6 0.1 -0.4
H 2.1498 0.4173 -2.2204 0.1 -0.5 0.7
C 1.6282 2.6268 2.1953 -0.9 -0.7 0.7
O 0.9586 3.7853 2.6979 0.6 -0.1 -0.7
H 2.4432 2.2919 2.8370 0.2 0.2 0.1
H 0.8693 1.8451 2.2278 0.1 0.1 0.0
H 1.9644 2.6197 1.1585 0.2 0.7 -0.3
H 1.6117 4.4342 2.9701 0.1 0.0 0.0
C -1.2510 -3.7396 -1.5993 -0.5 -0.7 0.3
O -0.8688 -3.7746 -0.2027 0.0 0.5 -1.3
H -1.9624 -2.9340 -1.7811 -0.1 -0.1 0.0
H -0.4587 -3.6266 -2.3392 0.6 0.2 0.4
H -1.7144 -4.6990 -1.8294 -0.2 0.1 0.0
H -0.9517 -2.8403 0.0015 0.3 0.2 0.6
C 2.1476 3.6112 -1.9567 1.7 1.0 1.1
O 0.8865 3.0751 -1.7124 -2.0 -1.0 -0.9
H 2.0833 4.5724 -2.4667 0.1 -0.2 -0.4
H 2.5198 3.7951 -0.9489 0.5 0.3 -0.1
H 2.8764 2.9253 -2.3887 -0.7 -0.1 -0.4
H 0.4744 3.6498 -1.0632 -0.5 -0.2 0.3
C -4.4547 -0.6279 -0.6786 -1.0 -0.3 -0.6
O -5.1356 -1.8560 -0.8845 0.0 -0.8 0.3
H -4.6860 -0.3492 0.3494 0.4 0.2 -0.1
H -3.3885 -0.7116 -0.8892 0.1 0.1 0.2
H -4.9369 0.0540 -1.3790 0.4 0.7 0.2
H -5.1649 -2.0625 -1.8216 0.2 0.1 0.0
C 0.2184 1.1261 5.2029 1.7 0.3 -0.7
O -0.5670 1.3101 4.0564 -1.7 0.2 0.4
H 0.1581 0.1527 5.6897 -0.1 -0.2 -0.2
H 1.1855 1.3045 4.7328 1.1 -0.5 1.1
H 0.1529 1.8813 5.9861 -0.8 0.3 -0.4
H -0.3476 0.5895 3.4612 -0.3 -0.3 -0.1
C 3.0003 -0.7330 0.6589 -0.3 -0.5 -0.7
O 2.8746 -0.1974 -0.6897 0.3 0.6 0.5
H 2.0129 -1.1211 0.9089 0.2 -0.2 0.0
H 3.7574 -1.5134 0.5814 -0.2 -0.2 0.4
H 3.2944 -0.0199 1.4290 0.0 0.4 -0.3
H 3.7387 0.1659 -0.8970 0.2 0.0 0.0
C -1.3648 -2.7403 3.6461 -0.2 -1.2 0.3
O -0.3060 -1.9658 3.1056 -0.7 0.3 0.2
H -2.2495 -2.8887 3.0270 0.2 0.4 -0.7
H -0.9729 -3.7470 3.7913 -0.1 -0.2 0.3
H -1.8016 -2.3932 4.5825 0.6 0.5 0.2
H -0.5676 -1.8277 2.1923 0.2 0.5 -0.2

Record 4
56
Properties=species:S:1:pos:R:3:forces:R:3 method="wB97M-V/def2-TZVPD" fmax_ev_per_a=6.49 e_homo_ev=-9.09 orbital_gap_ev=9.00 charge=0
N 0.1851 0.7466 0.4746 -2.3 1.7 0.9
C 0.9119 -0.1635 -0.1224 1.3 2.2 -2.3
N 1.4683 -0.9123 0.7827 1.7 -3.4 2.4
O 1.1901 -0.0791 -1.3237 -0.1 -0.9 -0.6
H 0.0460 0.5904 1.4627 -0.6 1.0 -0.4
H -0.1620 1.5507 -0.0283 -0.2 -0.2 0.3
H 1.1082 -0.8048 1.7202 0.4 -0.4 -0.2
H 2.1991 -1.5969 0.6512 -0.3 0.2 -0.5
N -3.0276 3.4752 3.5011 0.7 5.2 3.8
C -2.8691 2.5838 2.5912 1.2 -0.3 -0.2
N -3.9153 1.7824 2.6347 -0.6 -3.6 -2.8
O -1.8482 2.4377 1.9133 -0.5 -0.4 0.2
H -2.2515 3.9815 3.9028 -0.1 0.1 -0.6
H -3.9104 3.6588 3.9563 0.3 -0.3 -0.2
H -3.5275 0.9573 2.2001 -1.5 -0.8 -0.3
H -4.7463 1.7732 3.2088 0.7 0.1 0.0
N 0.0496 -3.3325 -4.9346 -1.2 -2.0 -2.8
C 0.9101 -2.4414 -4.4658 0.7 -0.1 -0.6
N 0.6403 -2.2846 -3.1977 0.4 1.4 3.2
O 1.8151 -1.9035 -5.0652 0.5 0.2 -0.6
H -0.6664 -3.6995 -4.3239 0.3 -0.2 -0.8
H 0.2935 -3.7479 -5.8223 -0.6 -0.1 0.2
H 1.0571 -1.4615 -2.7868 -0.6 0.0 0.8
H -0.1510 -2.7906 -2.8264 0.4 0.8 0.5
N 5.3872 -2.8562 -0.9548 1.8 -1.4 0.4
C 4.6713 -1.7351 -0.9742 1.8 2.6 1.5
N 3.5300 -1.8916 -1.5456 -4.4 -1.3 -3.0
O 5.0745 -0.6991 -0.4669 0.1 0.3 0.5
H 6.0930 -2.7529 -0.2398 0.2 -0.8 -0.3
H 4.9223 -3.7267 -1.1696 0.5 0.0 0.5
H 3.5283 -2.6167 -2.2488 -0.3 -0.1 0.1
H 2.8203 -1.2078 -1.7667 0.5 0.8 0.5
C -1.3578 0.2938 4.5407 -1.0 0.7 0.2
O -0.4773 -0.6612 4.0478 1.2 -0.8 0.0
H -0.8506 1.2561 4.4714 -0.7 0.4 -0.2
H -2.2726 0.1802 3.9591 0.1 0.6 -0.2
H -1.7055 0.1608 5.5652 0.5 -0.4 0.3
H 0.4070 -0.3036 4.1559 0.2 -0.3 0.1
C -0.5210 1.5738 -4.5247 0.1 1.0 1.7
O 0.6232 2.1419 -3.8332 0.3 -0.4 -1.3
H -1.2775 1.9399 -3.8305 -1.1 -0.7 -0.6
H -0.6959 2.0093 -5.5084 0.5 0.1 0.1
H -0.5099 0.4869 -4.6063 0.2 0.0 0.1
H 0.8020 1.5646 -3.0873 0.1 -0.1 0.2
C -0.0343 -3.5362 2.2166 -1.0 -1.2 -0.9
O -1.2159 -2.7753 2.4110 0.3 -0.1 0.3
H 0.1663 -3.5017 1.1458 0.8 0.3 0.1
H 0.8270 -3.3868 2.8676 -0.1 0.8 -0.1
H -0.2768 -4.5896 2.3573 -0.2 -0.2 0.3
H -1.0126 -2.0297 2.9806 0.1 0.2 0.2
C -2.0966 4.9353 -0.1404 -1.2 0.5 0.1
O -0.9109 4.1826 -0.1491 0.0 0.4 -0.6
H -2.1485 5.8865 -0.6702 1.5 0.4 0.1
H -2.9497 4.5199 -0.6768 -0.1 -1.2 0.3
H -2.3667 5.1273 0.8980 -0.4 0.2 0.0
H -0.9712 3.6919 0.6738 0.1 -0.4 0.1

In kcal per mole, the ΔE to the lowest compared entry with this formula, charge and spin values for the records above are, in order, 32.3; 74.2; 0.0; 74.7.